# 1
C2H5N3O2 | ωB97M-V with the def2-TZVPD basis set

Results
E_HOMO	-9.423	eV
strongest force on any atom	4.19	eV/Å
LUMO level	0.686	eV
SMILES	C=[N+]([O-])O.N=C=N
frontier orbital gap	10.11	eV
DFT total energy	-393.7837	a.u.
net charge	0

XYZ file:
```
12
Properties=species:S:1:pos:R:3:forces:R:3:mulliken_charge:R:1
C 1.7437 0.1909 -0.1968 -0.303 1.986 -0.819 0.631
C -0.4807 -0.4987 0.6432 1.733 0.314 3.804 -0.901
N -1.4353 0.0943 0.0975 -2.618 0.735 -1.431 0.701
N 1.1675 1.1718 -0.5675 -0.259 0.985 -0.694 -0.541
N 2.3270 -0.8391 -0.0345 0.911 -2.196 0.288 -0.553
O -1.8342 1.2448 0.2871 -0.128 1.159 0.536 -0.690
O -2.0845 -0.5683 -0.9360 0.359 -1.583 -0.934 -0.476
H -0.0665 -1.4179 0.3682 -0.193 -1.241 -0.615 0.459
H -0.0030 0.0411 1.5385 -1.021 -0.831 -1.736 0.422
H 0.3490 1.6622 -0.2392 0.175 0.080 0.278 0.345
H -2.9849 -0.2318 -1.1321 0.861 0.672 0.961 0.358
H 3.3019 -0.8493 0.1716 0.482 -0.080 0.361 0.245
```
Positions in Å, forces in eV/Å.

=====

# 2
C4H14NOS | ωB97M-V with the def2-TZVPD basis set

Results
E_HOMO	-11.958	eV
strongest force on any atom	2.22	eV/Å
LUMO level	-3.340	eV
frontier orbital gap	8.62	eV
DFT total energy	-688.7407	a.u.
net charge	+1

XYZ file:
```
21
Properties=species:S:1:pos:R:3:forces:R:3:mulliken_charge:R:1
C 0.0083 0.1895 0.6508 -1.016 1.958 0.273 -0.862
C 0.8402 0.8061 -0.4710 0.622 -1.153 0.231 -0.691
C 0.5694 0.2701 -1.8875 -0.416 0.833 0.246 -0.734
S -1.1922 0.2108 -2.3480 -0.026 -0.235 0.059 -0.063
C -1.6157 1.9687 -2.1857 0.065 -0.390 -0.823 -0.815
N 0.3374 -1.1939 1.0972 -0.363 0.604 0.042 -0.172
H -1.0534 0.2455 0.3967 0.103 -0.537 -0.217 0.476
H 0.0696 0.8523 1.5164 0.317 -0.329 0.201 0.331
H 0.7249 1.8867 -0.4358 -0.260 -0.008 0.079 0.384
H 1.8984 0.6324 -0.2291 -0.006 0.124 -0.140 0.386
H 1.0335 0.9777 -2.5706 0.298 -0.231 -0.183 0.382
H 1.0070 -0.7152 -2.0364 -0.113 -0.065 -0.155 0.403
H -2.6353 2.1090 -2.5396 -0.249 -0.322 0.494 0.348
H -1.4835 2.2744 -1.1551 -0.085 0.465 -0.083 0.249
H -1.0670 2.5424 -2.9344 0.503 0.118 0.481 0.283
H 1.2009 -1.1799 1.6485 0.135 -0.443 -0.592 0.391
H 0.3293 -1.8025 0.2776 0.443 -0.314 0.278 0.308
H -0.3529 -1.5407 1.7752 0.043 -0.121 -0.161 0.386
H -0.0254 -2.6142 4.3617 -0.528 0.146 1.001 0.323
H 1.1108 -3.1996 3.5886 0.506 -0.448 0.024 0.314
O 0.2957 -2.7200 3.4805 0.027 0.350 -1.053 -0.627
```
Positions in Å, forces in eV/Å.

=====

# 3
C5H11N | ωB97M-V with the def2-TZVPD basis set

Results
E_HOMO (spin up / spin down)	-15.154 / -15.468	eV
strongest force on any atom	5.08	eV/Å
LUMO level (spin up / spin down)	-3.806 / -7.348	eV
frontier orbital gap (spin up / spin down)	11.35 / 8.12	eV
DFT total energy	-251.5167	a.u.
net charge	+1
<S²>	0.764
2S+1	2

XYZ file:
```
17
Properties=species:S:1:pos:R:3:forces:R:3:mulliken_charge:R:1
C -0.6131 -1.9002 -0.6559 1.433 -0.406 -1.128 -0.982
C 0.4272 -1.2613 0.3273 -0.948 0.562 -0.571 -0.638
C -0.1943 0.0150 1.0158 4.016 -0.723 1.125 -0.386
C 0.0745 1.1807 0.1212 -4.909 1.257 -0.373 0.652
C 1.3209 1.5212 -0.3373 2.179 2.503 -1.133 -0.915
N -1.0143 2.0087 -0.2229 1.780 -2.514 0.323 -0.350
H -1.2621 -1.1240 -1.1781 0.563 -1.122 0.863 0.269
H -1.1530 -2.6808 -0.0668 -0.119 0.925 -0.745 0.310
H -0.0599 -2.4673 -1.4976 -0.907 0.887 1.313 0.292
H 0.6956 -1.9823 1.0461 -0.409 -0.900 1.443 0.421
H 1.4498 -1.0711 0.0221 -0.095 0.460 -1.187 0.396
H -1.1009 -0.3378 1.5217 -0.332 1.261 -0.599 0.439
H 0.5972 0.3099 1.8137 -1.431 -0.824 -0.486 0.263
H 2.2849 0.9867 -0.2433 -1.086 0.027 0.164 0.325
H 1.4354 2.5835 -0.7561 -0.229 -1.796 0.420 0.288
H -1.8897 1.5949 0.1665 0.622 1.116 -0.927 0.327
H -0.9983 2.6240 -1.0763 -0.128 -0.713 1.498 0.290
```
Positions in Å, forces in eV/Å.

=====

# 4
C6H8ClN2O3 | ωB97M-V with the def2-TZVPD basis set

Results
E_HOMO	-14.330	eV
strongest force on any atom	5.90	eV/Å
LUMO level	-4.839	eV
SMILES	C[C@H]1C=[N+](O)C(Cl)=C[C@@H]1[N+](=O)[O-]
frontier orbital gap	9.49	eV
DFT total energy	-1028.3715	a.u.
net charge	+1

XYZ file:
```
20
Properties=species:S:1:pos:R:3:forces:R:3:mulliken_charge:R:1
C 1.6377 0.7243 -0.9887 0.553 -1.131 1.195 -0.661
C 0.1934 0.3213 1.4421 -1.672 -1.908 1.785 -0.367
C 2.2919 0.3859 0.1129 -1.292 -0.150 1.639 0.336
C 0.2038 1.1055 -0.9532 -1.835 0.460 -1.295 -0.148
C -0.6366 0.4586 0.2275 1.013 0.121 -2.080 0.194
C -1.1839 -0.9086 -0.2883 0.656 -1.359 0.332 -1.362
N 1.4526 0.2549 1.4910 2.622 0.949 -5.203 0.528
N 0.1983 2.6692 -0.7006 -0.533 -1.305 -0.407 0.954
O -0.6375 3.3478 -1.2258 -0.094 -0.120 -0.186 -0.547
O 1.0273 3.0025 0.0965 0.579 0.871 0.756 -0.520
O 2.1444 -0.0526 2.5302 2.748 -0.870 3.300 -0.448
Cl 3.9504 -0.0092 0.2768 -0.759 0.167 0.072 -0.159
H 2.2484 0.6376 -1.8661 -0.216 0.414 -0.666 0.404
H -0.3806 -0.0546 2.3276 0.866 0.811 -0.360 0.451
H -0.3280 0.9127 -1.9712 0.942 0.523 1.900 0.472
H -1.4984 1.0774 0.4885 0.157 0.171 -0.146 0.340
H -1.5747 -1.6043 0.4941 0.336 0.799 -0.403 0.351
H -0.4754 -1.5066 -0.9108 0.144 0.589 0.871 0.334
H -1.9634 -0.7641 -1.0054 -0.823 0.588 -0.143 0.440
H 3.2144 -0.0628 2.4744 -3.391 0.381 -0.960 0.407
```
Positions in Å, forces in eV/Å.